[1]
{
  "formula": "C24H26AlBrIN4O4",
  "method": "ωB97M-V/def2-TZVPD",
  "species": ["Al", "C", "C", "N", "C", "C", "N", "C", "O", "O", "C", "O", "O", "H", "H", "H", "H", "H", "C", "N", "C", "C", "C", "C", "C", "C", "C", "C", "H", "H", "H", "H", "H", "H", "H", "H", "H", "H", "H", "H", "C", "C", "C", "N", "H", "H", "H", "H", "H", "Br", "C", "C", "C", "C", "C", "C", "I", "H", "H", "H", "H"],
  "coordinates": [[0.5860, -0.1040, 0.1166], [-1.2720, 3.2392, -0.7629], [-0.2285, 3.0040, 0.2732], [0.3262, 1.8490, 0.6230], [1.2364, 2.1290, 1.6317], [1.2157, 3.4486, 1.9115], [0.3023, 3.9774, 1.0374], [1.9320, 4.3469, 2.8559], [2.7311, 3.7728, 3.7308], [1.7354, 5.5311, 2.7824], [2.0321, 0.9949, 2.1477], [2.8965, 1.1221, 2.9904], [1.7021, -0.1220, 1.5481], [-1.3251, 2.3922, -1.4423], [-1.0544, 4.1486, -1.3241], [-2.2503, 3.3483, -0.2931], [0.0782, 4.9646, 1.0194], [2.7211, 2.7894, 3.6419], [1.0206, -2.9244, 0.6219], [-0.0920, -1.9551, 0.8430], [-0.4477, -1.9159, 2.2911], [-1.2851, -2.3583, 0.0370], [-1.2815, -1.6781, -1.3107], [-2.0302, -2.1874, -2.3679], [-2.0960, -1.4878, -3.5624], [-1.3918, -0.2930, -3.7078], [-0.6271, 0.1854, -2.6509], [-0.5682, -0.4871, -1.4209], [0.7243, -3.9182, 0.9612], [1.9023, -2.6028, 1.1694], [1.2501, -2.9776, -0.4448], [-0.9231, -2.8536, 2.5880], [-1.1461, -1.0999, 2.4869], [0.4484, -1.7637, 2.8851], [-2.1758, -2.0479, 0.5862], [-1.3252, -3.4458, -0.0496], [-2.5711, -3.1233, -2.2579], [-2.6824, -1.8783, -4.3870], [-1.4338, 0.2483, -4.6459], [-0.0632, 1.1076, -2.7975], [3.6672, 0.1979, -4.2363], [3.9393, 0.9667, -2.9310], [2.9616, 0.6179, -1.8886], [2.1793, 0.3424, -1.1082], [4.3893, 0.5114, -4.9864], [2.6632, 0.4014, -4.6102], [3.7696, -0.8762, -4.0834], [3.8808, 2.0432, -3.0834], [4.9331, 0.7530, -2.5396], [-6.6814, 1.3873, 2.3548], [-6.4133, 1.5766, 0.5014], [-7.4850, 2.0164, -0.2614], [-7.3479, 2.1724, -1.6323], [-6.1387, 1.8908, -2.2519], [-5.0631, 1.4519, -1.4959], [-5.2005, 1.2982, -0.1206], [-3.5299, 0.6259, 0.9284], [-8.4274, 2.2321, 0.2269], [-8.1943, 2.5120, -2.2156], [-6.0296, 2.0046, -3.3236], [-4.1212, 1.2083, -1.9738]],
  "e_tot_ha": -4564.28641,
  "homo_energy_ha": -0.4148,
  "charge": 1,
  "fmax_ev_per_a": 1.101,
  "de_lowest_kcal_mol": 2.1
}

---

[2]
{
  "formula": "C24H26BrCl2IrN4OS3",
  "method": "ωB97M-V/def2-TZVPD",
  "species": ["Ir", "C", "C", "N", "N", "C", "N", "S", "C", "C", "C", "C", "C", "N", "H", "H", "H", "H", "H", "H", "H", "H", "H", "Cl", "C", "C", "C", "C", "C", "Cl", "C", "S", "H", "H", "H", "Br", "C", "C", "C", "C", "C", "C", "H", "H", "H", "H", "C", "C", "S", "O", "C", "C", "H", "H", "H", "H", "H", "H", "H", "H", "H", "H"],
  "coordinates": [[0.2151, -0.4385, 0.4484], [-3.5890, -1.4687, -1.1465], [-2.2241, -0.9174, -0.9205], [-1.7860, -0.5810, 0.2444], [-2.6994, -0.5832, 1.2537], [-2.1472, -0.4698, 2.4300], [-2.9574, -0.3493, 3.4938], [-0.4498, -0.4730, 2.7439], [-1.2749, -0.6780, -2.0128], [-1.6076, -0.7589, -3.3514], [-0.6682, -0.3924, -4.3030], [0.5782, 0.0428, -3.8901], [0.8505, 0.0669, -2.5337], [-0.0546, -0.2863, -1.6225], [-3.9004, -2.0239, -0.2669], [-3.5919, -2.1236, -2.0159], [-4.3208, -0.6731, -1.3075], [-3.9484, -0.4657, 3.3616], [-2.5771, -0.4138, 4.4213], [-2.5968, -1.0800, -3.6422], [-0.9117, -0.4376, -5.3560], [1.3272, 0.3638, -4.5998], [1.8062, 0.3798, -2.1513], [-0.4371, 2.2045, 0.0661], [0.5520, 3.4013, 0.8834], [0.4286, 4.7176, 0.4771], [1.1917, 5.6886, 1.1017], [2.0725, 5.3324, 2.1114], [2.1772, 4.0099, 2.4978], [3.2985, 3.5838, 3.7486], [1.4153, 2.9987, 1.8978], [1.5872, 1.3464, 2.4329], [-0.2606, 4.9730, -0.3162], [1.1006, 6.7232, 0.8019], [2.6810, 6.0769, 2.6062], [0.1936, -7.0501, -0.5447], [0.2374, -5.1930, -0.1968], [0.9299, -4.3529, -1.0493], [0.9509, -2.9884, -0.7893], [0.2806, -2.4449, 0.3087], [-0.4012, -3.3164, 1.1560], [-0.4179, -4.6860, 0.9094], [1.4454, -4.7560, -1.9109], [1.5130, -2.3462, -1.4547], [-0.9243, -2.9497, 2.0260], [-0.9434, -5.3505, 1.5822], [4.8282, 1.6527, -2.0510], [4.3971, 0.3449, -1.3981], [3.3628, 0.6915, 0.0494], [2.3086, -0.4371, -0.0244], [4.5382, 0.2024, 1.3318], [4.7105, -1.3061, 1.4240], [5.4464, 1.4479, -2.9244], [5.4123, 2.2675, -1.3647], [3.9654, 2.2381, -2.3725], [5.2501, -0.2551, -1.0885], [3.7690, -0.2605, -2.0498], [4.1405, 0.6162, 2.2560], [5.4638, 0.7305, 1.0866], [3.7430, -1.7960, 1.5238], [5.3076, -1.5434, 2.3034], [5.2136, -1.7218, 0.5514]],
  "e_tot_ha": -6017.47954,
  "homo_energy_ha": [-0.3868, -0.3821],
  "charge": 1,
  "fmax_ev_per_a": 2.066,
  "de_lowest_kcal_mol": 25.5,
  "multiplicity": 2
}